Density functional theory data (ωB97M-V/def2-TZVPD) for 3 unconnected molecules or ions with the total composition C35H57BF7N11O5P2S in a non-equilibrium geometry.

- Gap between HOMO and LUMO: 7.6163 eV
- E_HOMO: -7.878 eV
- SMILES string: C#CCc1c(N)c(CCF)c2c(c1B(O)N(C)C)Sc1c(C(=O)NC(=O)F)c(C(F)(F)C(F)F)cc(N)c1N2F.CN(C)P(=O)(N(C)C)N(C)C.CN(C)P(=O)(N(C)C)N(C)C
- Total charge: 0

The geometry in XYZ format:
```
119
C35H57BF7N11O5P2S (ωB97M-V/def2-TZVPD)
C 6.6710 -0.6996 0.6372
C 5.7905 0.0407 0.2901
C 4.6422 0.8362 -0.2690
C 3.3406 0.6141 0.5000
C 2.8547 -0.7376 0.5724
N 3.5265 -1.8202 -0.0468
C 1.6709 -1.0397 1.2782
C 1.1712 -2.4875 1.3950
C 0.1697 -2.8610 0.2677
F -1.0706 -3.2124 0.8141
C 0.9222 0.0028 1.9065
C 1.4029 1.3223 1.8106
C 2.6108 1.6457 1.1266
B 3.1427 3.1687 1.0840
O 2.8464 4.0152 0.0115
N 3.9621 3.7234 2.1570
C 5.4130 3.6781 1.8495
C 3.7477 3.0558 3.4547
S 0.4532 2.6390 2.5830
C -1.1958 1.9360 2.5250
C -2.3176 2.8023 2.4720
C -2.0513 4.2970 2.4094
O -1.7563 4.7696 1.3428
N -2.1726 5.1573 3.5465
C -1.8673 6.4850 3.1059
O -2.6642 7.3144 2.8523
F -0.5632 6.7479 2.9800
C -3.6204 2.2688 2.4752
C -4.8638 3.1391 2.4623
F -5.1941 3.3802 3.7712
F -4.6957 4.3065 1.8146
C -6.1245 2.4229 1.8128
F -6.8118 1.8260 2.8070
F -6.8833 3.3924 1.2538
C -3.7605 0.8631 2.4939
C -2.6521 -0.0152 2.5243
N -2.8612 -1.3993 2.5340
C -1.3267 0.5332 2.5406
N -0.2566 -0.4070 2.5979
F 0.0225 -0.6567 3.9815
H 7.2662 -1.5310 0.9698
H 4.9319 1.8894 -0.3695
H 4.4737 0.4679 -1.2995
H 2.8345 -2.4626 -0.4252
H 4.0411 -1.5160 -0.8692
H 2.0451 -3.1563 1.4187
H 0.6248 -2.6213 2.3388
H -0.0083 -1.9999 -0.3922
H 0.5005 -3.7385 -0.3112
H 3.0779 3.5836 -0.8200
H 5.6518 3.3158 0.8398
H 5.8233 4.6930 1.9903
H 5.9429 3.0131 2.5532
H 4.4625 3.5060 4.1704
H 2.7544 3.2678 3.8793
H 3.9755 1.9728 3.4519
H -3.1336 5.1855 3.8883
H -5.8232 1.6985 1.0433
H -4.7456 0.3882 2.4716
H -2.0172 -1.8926 2.8102
H -3.5494 -1.6360 3.2447
O 2.1111 -6.4858 -1.2418
P 2.6316 -7.8520 -0.8143
N 1.1147 -8.5916 -0.4486
C 0.2973 -8.2140 0.6882
C 0.2843 -8.7754 -1.6383
N 3.5579 -7.2840 0.5283
C 3.2470 -7.5079 1.9203
C 4.1668 -5.9699 0.3611
N 3.4192 -9.3893 -0.6537
C 2.8799 -10.6335 -0.1369
C 4.8692 -9.4126 -0.8128
H -0.5663 -8.8791 0.7597
H -0.0599 -7.1776 0.6341
H 0.8257 -8.3617 1.6282
H 0.8237 -9.3752 -2.3798
H 0.0156 -7.8186 -2.1006
H -0.6316 -9.3163 -1.3981
H 2.4083 -6.8870 2.2604
H 4.1113 -7.2665 2.5460
H 3.0292 -8.5571 2.1266
H 3.4542 -5.1636 0.5816
H 4.5252 -5.8345 -0.6584
H 5.0341 -5.8551 1.0166
H 2.6470 -10.5648 0.9286
H 3.5982 -11.4479 -0.2646
H 1.9875 -10.9494 -0.6726
H 5.3693 -9.4316 0.1606
H 5.2177 -8.5330 -1.3542
H 5.1917 -10.2831 -1.3901
O -3.9055 3.2295 -4.1289
P -4.0154 4.7474 -4.1544
N -2.4093 5.1018 -4.6860
C -1.2349 4.9025 -3.8592
C -2.1602 4.6403 -6.0498
N -4.3298 4.9440 -2.4700
C -3.4172 5.5180 -1.5063
C -5.1093 3.8835 -1.8390
N -4.4561 6.4105 -4.3862
C -3.5952 7.5458 -4.6596
C -5.8155 6.7938 -4.0225
H -0.3495 5.2790 -4.3776
H -1.0692 3.8495 -3.5974
H -1.2812 5.4941 -2.9471
H -2.8882 5.0903 -6.7341
H -2.2397 3.5498 -6.1330
H -1.1709 4.9455 -6.3934
H -2.6000 4.8321 -1.2557
H -3.9422 5.7566 -0.5768
H -3.0027 6.4678 -1.8491
H -4.4809 3.0263 -1.5570
H -5.8909 3.5241 -2.5071
H -5.6072 4.2593 -0.9410
H -2.9339 7.7674 -3.8183
H -4.1896 8.4426 -4.8554
H -2.9915 7.3991 -5.5528
H -5.8369 7.2733 -3.0390
H -6.4713 5.9238 -3.9880
H -6.2450 7.4803 -4.7574
```